Entry i
14
Properties=species:S:1:pos:R:3 method="wB97M-V/def2-TZVPD" spin_multiplicity=1 charge=0 orbital_gap_ev=9.3
C -0.78 -0.19 -1.96
C -0.80 -0.67 -0.66
C 0.46 0.20 -2.20
C 0.72 -0.46 1.32
C -1.14 1.66 3.26
C 0.42 -0.45 -0.04
N 1.18 0.04 -1.05
O 0.09 -1.08 2.17
O -1.25 0.82 4.02
H -1.57 -0.16 -2.59
H -1.72 -0.96 -0.21
H 1.01 0.49 -3.01
H 1.49 0.19 1.70
H 1.92 0.57 -0.78

***

Entry ii
14
Properties=species:S:1:pos:R:3 method="wB97M-V/def2-TZVPD" spin_multiplicity=1 charge=0 orbital_gap_ev=8.5 smiles="O=Nc1ccc(O)cc1"
C 1.74 -0.04 0.07
C 1.01 -1.22 -0.05
C -0.39 -1.09 -0.19
C -1.00 0.07 -0.26
C -0.22 1.27 -0.09
C 1.08 1.17 0.07
H 3.47 0.88 0.08
H 1.42 -2.13 -0.14
H -0.94 -2.04 -0.29
H -0.92 2.25 -0.29
H 1.65 2.16 0.24
N -2.56 0.24 -0.41
O 3.07 -0.22 0.14
O -3.07 -0.25 0.61

***

Energies in hartree, measured from the most stable structure: entry i 0.0000; entry ii 0.1023.

***

Entry i
16
Properties=species:S:1:pos:R:3 method="wB97M-V/def2-TZVPD" spin_multiplicity=1 charge=0 orbital_gap_ev=9.3 smiles=CSC[C@H](C)S
C 1.20 -2.41 0.57
C 0.62 -0.05 -0.97
C -0.90 0.31 -0.59
C -1.58 1.04 -1.71
H 1.49 -2.78 -0.45
H 1.85 -2.97 1.24
H 0.15 -2.84 0.77
H 1.21 0.81 -1.31
H 0.71 -0.81 -1.74
H -1.43 -0.51 -0.33
H -0.95 1.87 -2.17
H -2.43 1.54 -1.14
H -2.11 0.38 -2.43
H -0.66 0.41 1.88
S 1.42 -0.62 0.47
S -1.04 1.35 0.90

***

Entry ii
16
Properties=species:S:1:pos:R:3 method="wB97M-V/def2-TZVPD" spin_multiplicity=1 charge=0 orbital_gap_ev=6.0
C -0.74 2.29 0.77
C -1.38 1.86 -0.40
S 1.42 0.75 -1.26
S 1.76 -0.20 0.63
C 0.53 -1.55 0.61
C 0.72 -2.43 -0.66
H -0.11 1.53 -0.16
H -0.73 1.74 1.70
H -0.18 3.22 0.81
H -2.29 1.30 -0.21
H -1.56 2.62 -1.14
H 0.65 -2.20 1.48
H -0.43 -1.03 0.72
H -0.07 -3.18 -0.77
H 1.67 -2.96 -0.58
H 0.73 -1.76 -1.52

***

Energies in hartree, measured from the most stable structure: entry i 0.0000; entry ii 0.1136.